Entry 1:
64
Properties=species:S:1:pos:R:3:forces:R:3 method="wB97M-V/def2-TZVPD" e_lumo_ev=-10.74 mol_weight_g_mol=681.9 relative_energy_kj_mol=0.0 gap_ev=6.33 total_charge=+3 homo_ev=-17.1
Os -0.297209 0.066111 0.587110 0.230 -0.184 0.725
C -0.035793 5.214022 1.379942 -0.008 0.004 0.014
C -0.348040 4.058000 2.249136 -0.029 0.016 0.013
N -0.549292 4.075483 3.528221 -0.011 0.004 -0.064
N -0.786950 2.783073 3.889896 -0.065 0.019 -0.040
C -0.733917 1.951332 2.870137 0.114 -0.045 0.035
S -0.885828 0.224266 2.757785 -0.091 0.117 0.077
N -0.454144 2.735697 1.812308 -0.035 -0.054 -0.015
N -0.343589 2.177253 0.509335 -0.076 0.030 0.402
H -0.067498 6.116060 1.987313 0.005 0.003 -0.004
H -0.763177 5.315047 0.572716 -0.006 0.004 -0.001
H 0.965743 5.126548 0.953264 0.003 0.006 -0.005
H -0.988633 2.571594 4.860774 0.029 -0.022 0.013
H -1.189533 2.422155 -0.011361 -0.047 0.122 -0.082
H 0.438664 2.639058 0.046273 0.081 -0.064 -0.019
C 2.083226 -1.391425 -0.817369 0.051 -0.026 0.016
N 1.727727 -0.083576 -0.084719 -0.136 0.013 -0.692
C 2.260943 1.037412 -0.972525 0.008 0.035 -0.002
N 3.655706 0.906539 -1.246943 -0.053 -0.092 0.095
C 3.903110 -0.368777 -1.934744 0.048 0.012 -0.036
N 3.477987 -1.488966 -1.091669 -0.023 0.082 0.068
C 4.226405 -1.457479 0.167208 0.046 -0.017 0.054
N 3.978466 -0.193425 0.878297 -0.018 0.008 -0.118
C 2.593737 -0.072323 1.195664 -0.055 0.007 0.053
C 4.401518 0.918061 0.016382 -0.003 0.026 0.036
H 1.508044 -1.407951 -1.741523 0.011 0.048 -0.019
H 1.780145 -2.216033 -0.172428 0.001 -0.021 -0.010
H 2.107135 1.982164 -0.440704 0.052 -0.018 -0.011
H 1.682716 1.024390 -1.898153 -0.021 -0.001 -0.002
H 4.967802 -0.458821 -2.139711 -0.007 -0.001 -0.031
H 3.361844 -0.387596 -2.881351 -0.008 -0.007 0.005
H 5.290261 -1.537822 -0.045822 0.002 -0.021 0.023
H 3.931623 -2.296858 0.798405 -0.003 -0.003 -0.013
H 2.402030 0.872817 1.712731 0.021 0.005 -0.009
H 2.270204 -0.906954 1.822236 -0.002 -0.011 -0.011
H 5.464095 0.819016 -0.194650 0.003 0.014 0.014
H 4.236383 1.865382 0.533485 0.009 0.000 -0.004
C -5.685680 0.133202 -0.126533 -0.061 -0.040 0.073
Si -4.574278 1.006459 -1.288665 0.589 0.148 -0.005
C -4.296960 2.804016 -1.009186 -0.179 0.115 -0.040
C -4.468379 0.421620 -3.025824 -0.087 -0.026 -0.085
As -2.256242 -0.034961 -0.566333 -0.071 -0.463 -0.359
Si -2.059272 -2.424543 -0.761623 -0.066 0.192 -0.231
C -0.897742 -2.614203 0.720057 -0.192 0.326 0.067
C -3.681373 -3.276268 -0.572386 0.050 -0.177 0.186
C -1.201371 -2.661512 -2.386997 0.032 -0.180 0.022
H -6.703185 0.419353 -0.424973 -0.017 -0.037 0.054
H -5.547579 0.446018 0.908386 -0.025 0.010 0.001
H -5.624051 -0.952806 -0.191354 -0.007 0.006 -0.035
H -5.205078 3.340062 -1.308825 0.036 0.041 0.015
H -3.483854 3.186692 -1.627397 -0.003 0.013 -0.016
H -4.124601 3.041079 0.041524 -0.006 -0.007 0.015
H -5.337654 0.816594 -3.565159 0.012 -0.018 -0.018
H -4.503194 -0.664842 -3.115612 -0.007 0.000 0.011
H -3.575807 0.799084 -3.526041 -0.027 0.016 -0.033
H -1.420103 -2.490282 1.666554 -0.032 -0.097 0.022
H 0.005486 -1.926459 0.706533 0.016 0.074 0.037
H -0.400946 -3.588485 0.742963 0.145 0.044 -0.044
H -4.157293 -3.047098 0.382538 -0.036 0.000 -0.024
H -3.519273 -4.358926 -0.600715 -0.021 0.012 -0.014
H -4.367611 -3.037265 -1.385969 0.017 0.032 -0.017
H -0.292940 -2.064082 -2.443805 -0.011 0.009 -0.068
H -1.840278 -2.382785 -3.226619 -0.034 0.009 0.016
H -0.922254 -3.709635 -2.530587 -0.028 0.010 0.016

Entry 2:
57
Properties=species:S:1:pos:R:3:forces:R:3 method="wB97M-V/def2-TZVPD" e_lumo_ev="-3.88 / -5.26" mol_weight_g_mol=862.6 relative_energy_kj_mol=251.4 gap_ev="7.63 / 7.05" total_charge=+1 homo_ev="-11.5 / -12.3" multiplicity=2
Ir -0.130480 0.013012 -0.011385 0.605 -2.208 0.313
N 3.796721 0.410173 -2.425868 -0.118 -0.040 -0.071
C 3.075245 -0.912603 -2.204421 -0.165 0.027 -0.187
C 3.612646 -1.960833 -3.165826 -0.020 -0.013 -0.047
P 1.283550 -0.550548 -2.357945 0.814 0.930 0.199
O 1.116149 -0.567508 -3.931516 -0.518 -0.452 0.145
O 0.443781 -1.504477 -1.520868 0.076 0.745 0.195
O 1.119099 0.865248 -1.816081 -0.324 0.226 -0.015
P 3.518666 -1.272434 -0.427312 -0.538 0.307 0.517
O 3.441137 -2.856860 -0.294440 0.239 -0.229 -0.073
O 4.900231 -0.732122 -0.333568 0.069 -0.028 -0.044
O 2.396150 -0.708757 0.409452 0.466 0.249 -0.125
H 4.092083 0.527098 -3.392535 0.015 0.019 -0.062
H 4.610911 0.383881 -1.771148 0.036 -0.074 0.009
H 3.166907 1.181501 -2.166471 0.002 -0.028 0.037
H 3.429411 -1.676914 -4.202949 0.022 0.008 -0.008
H 3.105395 -2.907971 -2.986492 0.012 0.012 -0.002
H 4.683047 -2.113969 -3.015830 -0.003 0.004 0.024
H 0.191035 -0.410759 -4.201991 0.144 -0.021 0.057
H 4.306161 -3.282163 -0.395954 -0.153 0.086 0.052
O -3.035678 -1.591943 1.290343 0.041 0.049 -0.096
C -3.014806 -1.180453 0.152137 0.011 -0.157 0.227
N -1.883930 -0.769236 -0.533880 -0.439 0.423 -0.483
S -2.293215 0.127926 -1.885197 -0.097 0.988 0.279
O -1.977698 1.476625 -1.435209 -0.094 -0.181 -0.625
O -1.701497 -0.288234 -3.120275 0.045 -0.252 -0.001
C -3.992647 -0.250648 -1.853571 0.076 -0.391 0.217
C -4.962041 0.006964 -2.801781 0.011 0.036 0.048
C -6.219073 -0.532167 -2.561477 -0.054 0.004 0.023
C -6.467129 -1.312822 -1.433178 -0.026 0.006 -0.024
C -5.471169 -1.571081 -0.499600 -0.035 0.038 0.002
C -4.221985 -1.025717 -0.725011 0.076 0.080 -0.061
H -4.757410 0.601116 -3.682474 0.010 -0.039 0.017
H -7.017270 -0.348628 -3.268240 0.006 -0.017 0.011
H -7.454444 -1.731992 -1.289625 0.017 0.014 -0.001
H -5.649199 -2.187517 0.371643 -0.001 0.019 -0.013
F 2.813135 0.152995 6.420348 0.054 0.041 0.114
C 2.239776 -0.192215 5.288495 -0.003 -0.023 0.034
C 2.147500 0.727048 4.254133 -0.011 0.038 -0.059
F 2.634542 1.948654 4.414281 0.031 0.018 -0.002
C 1.551495 0.368800 3.065579 0.048 -0.050 -0.044
F 1.508523 1.289804 2.109166 -0.001 0.008 -0.081
C 1.017697 -0.910856 2.879543 -0.089 -0.032 -0.202
S 0.267546 -1.561082 1.452817 -0.179 -0.350 0.274
C 1.124753 -1.812586 3.942734 0.003 -0.059 0.043
F 0.634003 -3.039012 3.811389 -0.009 -0.023 0.000
C 1.727454 -1.468968 5.134588 -0.041 -0.041 -0.039
F 1.809440 -2.342775 6.124301 0.011 -0.041 0.045
N -3.375030 0.763060 3.932637 0.123 -0.030 0.107
N -2.620714 1.134760 2.850355 0.025 0.131 0.009
N -2.887571 2.212926 2.134898 0.075 -0.120 0.103
C -1.913985 2.179217 1.249713 0.450 0.257 -0.104
N -1.102463 1.121751 1.451208 -0.605 0.157 -0.530
N -1.589337 0.465384 2.504580 0.225 0.142 -0.143
H -4.244838 1.276168 3.876748 -0.116 -0.013 0.042
H -3.509813 -0.240144 3.872198 -0.151 -0.067 0.046
H -1.767646 2.918792 0.483347 -0.048 -0.085 -0.051

Entry 3:
65
Properties=species:S:1:pos:R:3:forces:R:3 method="wB97M-V/def2-TZVPD" e_lumo_ev=2.28 mol_weight_g_mol=550.5 gap_ev=7.27 total_charge=-1 homo_ev=-5.0
C -0.278777 -2.393728 2.370793 1.671 -1.489 0.164
P -0.498370 -0.642093 1.639622 -2.526 -0.621 1.348
C -0.577550 -0.085464 3.469816 0.279 1.753 1.861
C 0.799691 0.547554 4.033330 -1.645 0.954 0.829
C 1.064281 2.057773 3.509777 3.081 0.918 -0.442
O 2.190649 2.595161 3.645228 -3.830 -1.748 -0.463
O 0.016352 2.805783 2.856090 1.302 -1.780 0.710
C -2.439836 -0.673713 1.493955 -1.956 -1.457 0.118
C -3.087070 -2.039459 1.135649 -4.555 2.883 0.390
C -4.654008 -2.060721 1.019622 2.057 3.509 0.971
C -5.404227 -0.708018 1.274435 4.232 -0.310 0.165
C -4.521755 0.520816 1.586442 -0.304 -2.102 -0.519
N -3.098663 0.578841 1.696191 -2.884 -4.274 -1.050
O -0.597629 -1.510864 0.097138 2.528 1.880 -2.611
C 0.518737 -1.132804 -0.764304 0.089 0.103 0.419
C -0.001399 -0.829659 -2.259579 0.176 1.318 0.989
O -0.654564 -1.959211 -2.896069 1.522 -1.417 0.806
C 0.123657 -3.153282 -2.794954 1.545 -1.776 0.206
C 1.569827 -3.153980 -3.392491 -1.632 -3.602 2.065
C 2.412018 -4.459372 -3.226718 -4.023 0.937 1.223
C 1.764156 -5.657480 -2.492977 -1.279 1.795 -0.188
C 0.322009 -5.655105 -1.896518 1.346 3.608 -1.966
C -0.519849 -4.356989 -2.058422 3.619 -0.183 -1.330
C 1.269367 0.121213 -0.010371 0.368 -0.650 -0.438
P 3.112748 0.209465 -0.554162 1.151 -0.134 0.374
O 3.212040 0.096522 -2.256842 -0.276 0.826 1.580
O 3.755528 1.762569 -0.139875 -1.734 -1.856 -1.465
S 4.101532 -1.247285 0.254614 0.132 0.681 -0.310
O 1.217312 -0.296252 1.386597 0.476 0.792 -2.506
H 0.636226 -2.347273 3.080245 -1.347 -0.184 -1.026
H -1.152369 -2.777865 2.994595 1.020 0.600 -0.939
H -0.011034 -3.130608 1.519147 -0.512 0.915 1.605
H -0.662650 0.678665 1.079094 -0.172 -0.176 0.040
H -1.390188 0.714551 3.675379 1.276 -1.185 -0.601
H -0.837159 -0.949075 4.194573 0.406 1.210 -1.399
H 0.638966 0.668981 5.175689 0.404 -0.032 -1.667
H 1.711310 -0.123774 3.918698 -1.075 1.308 -0.275
H 0.360167 3.183914 2.017504 0.150 -0.220 0.898
H -2.548284 -3.019253 0.947003 -0.441 1.787 0.363
H -5.254747 -2.997368 0.770241 1.027 1.387 0.372
H -6.536617 -0.586454 1.245319 1.811 -0.304 -0.009
H -5.084636 1.515536 1.746420 1.105 -1.655 -0.236
H 1.355823 -1.931741 -0.692727 -1.483 0.896 -0.503
H 0.817341 -0.425116 -2.947796 -0.828 -0.632 1.056
H -0.788818 0.010526 -2.146498 1.016 -1.550 -0.274
H 1.968768 -2.215799 -3.897065 -0.584 -1.518 0.823
H 3.471490 -4.465621 -3.658075 -1.780 -0.266 0.859
H 2.386045 -6.616690 -2.376976 -1.065 1.688 -0.175
H -0.107139 -6.557792 -1.327879 0.892 1.607 -1.092
H -1.573527 -4.223490 -1.636069 1.807 -0.231 -0.676
H 0.922098 1.181536 -0.265216 -0.277 -1.332 0.688
H 4.128508 -0.106984 -2.545867 -0.682 0.058 0.681
H 3.243010 2.466827 -0.603810 0.356 -0.555 0.496
C -0.282055 6.786739 0.224419 -0.008 0.165 0.465
O -0.398059 6.362327 -1.133247 0.213 -0.378 -0.239
C 0.267428 5.230453 -1.414072 -0.132 0.025 -0.084
O 0.923812 4.582544 -0.633034 -0.230 0.223 -0.380
O 0.074464 4.946345 -2.714616 0.039 0.237 0.495
C 0.728822 3.759243 -3.157713 0.174 -0.418 -0.161
H -0.857021 7.706612 0.336232 -0.004 -0.134 -0.290
H -0.697126 6.035574 0.900095 0.191 0.016 -0.071
H 0.760036 6.997760 0.474651 -0.096 -0.190 0.013
H 0.354033 2.887932 -2.615495 0.140 0.101 0.042
H 1.811420 3.850411 -3.042211 -0.117 -0.064 0.120
H 0.505456 3.628209 -4.216955 -0.127 0.243 0.149

Number 1: total energy -117930.096 eV. Number 2: total energy -102363.483 eV. Number 3: total energy -73635.037 eV.